ORCA calculation (ωB97M-V/def2-TZVPD) on a molecular structure, C20H17N4PtS at a distorted geometry.

```
43
Properties=species:S:1:pos:R:3:forces:R:3
Pt 0.2241 -0.8198 0.2588 -0.978 0.540 -1.161
C -1.6683 -3.3467 -2.6686 0.048 0.024 0.003
C -0.5792 -3.9658 -3.2729 -0.013 -0.002 0.009
C 0.7020 -3.6408 -2.8719 -0.016 0.025 0.018
C 0.8862 -2.6862 -1.8785 0.013 -0.067 0.083
N -0.1824 -2.0715 -1.3262 0.360 -0.019 0.324
C -1.4231 -2.4085 -1.6896 -0.043 -0.071 -0.099
C 2.1596 -2.2608 -1.2981 -0.092 -0.011 -0.223
C 3.4078 -2.6527 -1.7667 0.117 0.025 -0.008
C 4.5574 -2.1280 -1.1953 -0.067 -0.027 -0.030
C 4.4542 -1.2026 -0.1654 -0.139 -0.001 0.020
C 3.2055 -0.8143 0.3149 0.228 -0.079 0.114
C 2.0591 -1.3544 -0.2382 -0.296 0.112 0.468
H -2.6837 -3.5910 -2.9432 -0.002 -0.002 0.010
H -0.7347 -4.7119 -4.0406 0.004 0.005 -0.004
H 1.5600 -4.1317 -3.3069 -0.010 -0.002 -0.014
H -2.2267 -1.9029 -1.1689 -0.008 -0.060 0.017
H 3.4877 -3.3571 -2.5850 0.023 0.006 -0.002
H 5.5297 -2.4309 -1.5582 -0.005 -0.004 -0.008
H 5.3490 -0.7807 0.2732 0.005 0.000 0.000
H 3.1353 -0.1033 1.1269 0.020 0.007 -0.008
C 0.5266 1.8154 4.7492 0.000 0.002 0.031
N -0.3838 2.2442 3.6962 -0.016 0.022 0.000
C -1.2516 3.3112 3.7890 0.023 -0.004 0.039
C -1.9204 3.3834 2.6337 -0.075 0.065 0.057
N -1.4677 2.3464 1.8156 -0.005 -0.105 -0.003
C -0.5135 1.6386 2.4971 -0.078 -0.127 -0.096
S 0.3968 0.2094 2.2532 0.647 0.126 0.532
C -1.9325 2.1850 0.4766 0.194 0.142 -0.007
C -2.6285 3.2264 -0.1287 -0.037 0.114 -0.097
C -3.0101 3.0814 -1.4482 0.001 0.018 0.030
C -2.6714 1.9244 -2.1309 0.038 -0.071 0.039
C -1.9769 0.9520 -1.4404 -0.189 0.147 -0.047
N -1.6337 1.0690 -0.1538 0.315 -0.712 0.055
H 0.4042 2.4886 5.5926 0.000 0.012 -0.011
H 1.5532 1.8522 4.3912 -0.001 -0.005 -0.005
H 0.2940 0.7975 5.0548 -0.009 -0.005 -0.006
H -1.3166 3.9184 4.6736 0.003 -0.004 -0.003
H -2.6920 4.0667 2.3404 0.004 -0.035 -0.001
H -2.8470 4.1500 0.3823 0.026 -0.033 0.008
H -3.5459 3.8812 -1.9408 -0.006 -0.006 -0.004
H -2.9274 1.7815 -3.1704 0.004 -0.002 0.001
H -1.6755 0.0385 -1.9321 0.012 0.065 -0.023
```
Forces are in eV/Å.

## Properties
LUMO level = -2.71 eV
total charge = +1
gap between HOMO and LUMO = 8.10 eV



ORCA calculation (ωB97M-V/def2-TZVPD) on C4H5N3O2 in the gas phase at a distorted geometry.

```
14
Properties=species:S:1:pos:R:3:forces:R:3
C -1.2732 -0.5256 1.1500 1.107 -1.057 -1.249
N -0.3566 -0.2982 -0.0949 -0.819 -1.625 0.764
C -0.7810 -0.6106 -1.3514 -5.181 0.125 3.451
N 0.0527 -0.2219 -2.2479 -1.717 0.205 -3.762
C 1.0068 0.4481 -1.6638 -0.582 -2.551 3.611
C 0.9019 0.2014 -0.3179 -2.027 1.747 0.867
N 1.5109 0.7356 0.8054 1.128 -2.658 3.555
O 1.0866 0.2009 1.8896 0.831 1.791 -1.480
O 2.5187 1.3924 0.7658 -0.130 0.867 -0.626
H -1.3004 0.3268 1.7812 -0.146 1.384 -0.187
H -2.2659 -0.6122 0.5314 1.536 -0.707 2.257
H -0.7915 -1.2426 2.0029 -1.581 0.664 -2.945
H -2.0713 -0.7647 -1.2368 4.182 -0.260 -1.720
H 1.7623 0.9705 -2.0136 3.399 2.075 -2.535
```
Forces are in eV/Å.

## Properties
LUMO level = -0.71 eV
gap between HOMO and LUMO = 9.12 eV
SMILES = Cn1cncc1[N+](=O)[O-]



ORCA calculation (ωB97M-V/def2-TZVPD) on 2 unconnected molecules or ions with the total composition C8H8BrCl4N2O2.

```
25
Properties=species:S:1:pos:R:3:forces:R:3
N -2.0138 1.8503 -1.3997 0.095 -0.220 -0.042
C -2.5162 0.6606 -0.7290 -0.775 0.467 -0.326
O -1.5429 -0.3932 -0.7404 0.214 0.165 -0.327
C -0.6208 -0.3710 0.2043 0.136 -0.516 0.040
O -0.5820 0.2628 1.2052 -0.163 0.631 0.595
C 0.5007 -1.3290 -0.0865 0.080 -0.548 -0.377
C 1.7909 -0.8236 -0.1981 0.086 -0.370 -0.048
C 2.8412 -1.6841 -0.4590 -0.440 0.522 0.103
N 2.6008 -2.9960 -0.5915 -0.046 -0.040 0.007
C 1.3774 -3.5388 -0.4739 -0.194 0.678 0.106
C 0.2981 -2.7064 -0.2171 0.028 -0.425 -0.051
Br -1.3858 -3.5153 -0.0303 0.166 0.106 -0.003
H -2.7192 2.1619 -2.0557 -0.020 0.193 0.031
H -1.2091 1.6276 -1.9748 0.044 -0.076 0.074
H -2.8327 0.8926 0.2830 0.329 -0.078 0.266
H -3.3768 0.2595 -1.2566 -0.004 -0.301 -0.018
H 1.9485 0.2371 -0.0828 0.170 0.085 0.037
H 3.8532 -1.3366 -0.5724 0.175 -0.107 -0.016
H 3.3808 -3.6106 -0.7891 0.031 -0.043 -0.002
H 1.2841 -4.6031 -0.5963 0.019 -0.157 0.005
C -0.2176 3.7919 2.1146 -0.080 -0.001 0.120
Cl 0.0833 5.5204 2.2668 0.015 -0.020 -0.010
Cl 0.6179 3.1823 0.6751 0.086 0.078 -0.110
Cl 0.3935 2.9519 3.5420 0.006 -0.008 -0.019
Cl -1.9536 3.5091 1.9622 0.043 -0.018 -0.034
```
Forces are in eV/Å.

## Properties
LUMO level = -4.96 eV
total charge = +1
gap between HOMO and LUMO = 7.59 eV



ORCA calculation (ωB97M-V/def2-TZVPD) on a molecular structure, C12H33ClN3O3Ti at a distorted geometry.

```
53
Properties=species:S:1:pos:R:3:forces:R:3
Ti -3.0799 -6.1005 -5.6895 -0.002 0.485 0.517
Cl -3.1221 -2.6473 -2.0002 0.037 -0.451 -0.505
C -1.4610 -4.8691 7.3899 0.220 0.051 0.583
C -1.1131 -3.8881 6.2843 0.614 -0.315 0.972
C 0.3499 -3.2907 6.3620 -1.522 -0.004 -0.232
O 0.7720 -2.7477 7.5968 -0.884 0.913 0.438
C -0.1027 -1.6582 8.0103 0.129 -0.483 0.108
N -1.3388 -4.5786 5.0491 0.059 0.344 -1.632
H -1.1897 -4.4003 8.3358 -0.196 -0.331 0.293
H -0.9760 -5.8424 7.3148 0.653 0.179 -0.151
H -2.5083 -5.1701 7.3669 -0.186 0.572 0.021
H -1.8242 -3.0657 6.3613 -0.052 0.070 -0.190
H 0.3500 -2.4796 5.6338 0.202 0.063 -0.435
H 1.0112 -4.0836 6.0124 0.408 0.107 0.438
H -1.1047 -2.0154 8.2479 -0.009 -0.251 0.098
H -0.2540 -0.8565 7.2875 0.378 -0.207 -0.672
H 0.2749 -1.1441 8.8942 0.414 -0.524 0.045
H -0.5468 -5.1405 4.7712 0.268 -0.607 0.526
H -1.3349 -3.9273 4.2772 -0.502 0.422 -0.216
C -5.2950 5.1285 -5.2576 0.174 0.648 -0.521
C -4.5969 3.8082 -5.0206 -0.116 0.856 -0.401
C -3.0677 4.0721 -4.9318 -0.924 -1.204 0.681
O -2.5023 4.5438 -6.1087 0.152 0.161 -0.411
C -1.2225 5.1122 -5.9195 -0.113 0.231 -0.855
N -5.1022 3.1562 -3.8564 0.202 -0.985 0.859
H -4.9586 5.8579 -4.5208 0.227 0.098 0.094
H -6.3824 5.1870 -5.2100 -0.015 -0.717 -0.060
H -4.9794 5.4826 -6.2390 -0.066 0.279 0.000
H -4.8654 3.0645 -5.7709 0.435 0.394 -0.738
H -2.5875 3.1468 -4.6135 0.205 -0.520 -0.207
H -2.9400 4.6884 -4.0419 0.169 0.885 -0.092
H -0.5294 4.4561 -5.3930 -0.201 0.117 0.668
H -1.3665 6.1175 -5.5237 0.446 -0.067 0.640
H -0.7343 5.2509 -6.8841 -0.364 -0.061 -0.301
H -4.5558 2.3069 -3.8389 -0.307 -0.624 0.596
H -4.9125 3.6053 -2.9718 0.090 0.489 0.055
C 5.8416 -1.8516 -1.8501 -1.390 0.231 1.055
C 4.3841 -1.4839 -1.3501 0.796 1.167 -0.437
C 4.1397 0.0050 -1.5195 0.360 1.416 -0.430
O 4.9822 0.6294 -0.6084 1.328 1.777 1.886
C 4.7735 2.0329 -0.2681 0.245 -1.231 -0.309
N 3.3693 -2.2103 -2.0866 -0.394 -0.726 0.577
H 5.8582 -1.7081 -2.9305 0.136 -0.027 0.066
H 6.0963 -2.8796 -1.5923 -0.189 -0.134 -0.202
H 6.5775 -1.2326 -1.3370 -0.085 0.192 -0.208
H 4.2075 -1.6008 -0.2809 0.700 -0.403 0.287
H 3.1497 0.4236 -1.3386 -0.753 -0.900 0.070
H 4.4008 0.3804 -2.5089 0.051 -0.310 -0.599
H 4.0321 2.1890 0.5155 -0.622 -0.361 -0.266
H 4.5430 2.6114 -1.1626 -0.057 0.107 0.019
H 5.6738 2.4174 0.2111 0.330 -0.261 -0.455
H 3.2687 -3.0190 -1.4900 0.069 -1.109 -0.559
H 2.4982 -1.7825 -1.8069 -0.547 0.562 -0.506
```
Forces are in eV/Å.

## Properties
<S²> = 3.812
LUMO level (spin up / spin down) = -3.63 / -2.69 eV
spin multiplicity = 4
gap between HOMO and LUMO (spin up / spin down) = 3.23 / 4.49 eV



ORCA calculation (ωB97M-V/def2-TZVPD) on C6H9NO3 in the gas phase at a distorted geometry.

```
19
Properties=species:S:1:pos:R:3:forces:R:3
C 1.2254 -0.7281 -2.2912 -6.034 -1.669 2.772
O 1.7282 -0.2804 -1.0517 0.981 1.489 -0.509
C 0.8595 -0.4035 -0.0694 -4.955 -2.872 0.455
C 1.1923 -0.0032 1.3779 -6.870 3.372 -5.576
O 2.1048 -0.1240 2.0022 7.073 -1.535 5.662
N 0.0796 0.8968 1.3990 1.286 0.813 3.799
C -0.3344 0.6583 0.0376 -0.808 -4.502 4.038
C -1.7577 0.1174 0.0375 2.396 3.811 -8.002
C -2.5651 0.5024 -1.3009 -0.617 -13.921 1.268
O -2.2039 -0.5267 0.8462 -3.075 -4.226 5.674
H 2.0589 -0.7206 -2.8005 3.640 0.245 -3.917
H 0.1464 -0.2478 -2.7902 3.437 -0.817 1.621
H 0.9830 -1.8026 -1.9939 -0.171 0.879 -1.252
H 0.2706 -1.5579 -0.1304 1.640 2.824 0.367
H -0.1368 1.7112 2.1534 0.551 -2.815 -2.689
H -0.3581 1.5242 -0.3770 0.600 5.232 -4.048
H -3.5565 -0.2763 -1.3172 2.383 2.966 0.177
H -2.0953 0.2853 -2.2740 0.608 -0.663 0.550
H -2.6227 1.3957 -1.3860 -2.067 11.388 -0.392
```
Forces are in eV/Å.

## Properties
LUMO level = 0.68 eV
gap between HOMO and LUMO = 9.98 eV
SMILES = CO[C@H]1C(=O)N[C@@H]1C(C)=O



ORCA calculation (ωB97M-V/def2-TZVPD) on a gas-phase ion, C4H12N3O (charge +1) at a distorted geometry.

```
20
Properties=species:S:1:pos:R:3:forces:R:3
C 2.3037 -0.9901 0.4608 -0.074 -0.761 1.410
C 1.4260 0.1305 -0.0300 0.464 -2.739 -0.592
C 2.0915 1.3317 -0.3986 0.201 3.930 0.231
N 0.1735 -0.1406 -0.0908 -0.829 -1.546 -0.438
N -0.8473 0.5422 -0.6669 -1.819 2.409 -1.110
C -2.2366 0.1873 -0.1923 2.186 -1.128 -1.899
N -2.2299 -1.2544 -0.2501 1.009 0.685 1.673
O -2.3412 0.6359 1.0770 -1.822 -0.062 2.077
H 1.9682 -1.0657 1.5318 0.515 -0.626 -0.774
H 2.2058 -1.9845 -0.0672 -0.185 1.192 0.562
H 3.3786 -0.7306 0.5150 -0.769 0.005 -0.293
H 3.2409 1.1923 -0.4305 -2.235 0.569 0.042
H 1.7426 2.0539 0.4771 1.248 -0.884 -1.538
H 1.6692 1.8678 -1.3264 0.750 -1.014 1.189
H -0.1817 -1.1480 -0.0312 0.475 1.284 0.507
H -0.7695 1.5650 -0.7751 0.621 -0.835 0.393
H -2.9821 0.6173 -0.8473 0.196 0.477 -0.533
H -2.6621 -1.7562 -0.9623 -0.848 -0.324 -1.935
H -2.6898 -1.4928 0.5808 -0.527 -1.185 1.459
H -3.2598 0.4388 1.4264 1.443 0.551 -0.432
```
Forces are in eV/Å.

## Properties
LUMO level = -3.40 eV
total charge = +1
gap between HOMO and LUMO = 10.29 eV
SMILES = CC(C)=[NH+]N[C@@H](N)O



ORCA calculation (ωB97M-V/def2-TZVPD) on 2 unconnected molecules or ions with the total composition Br2H2O2Si at a distorted geometry.

```
7
Properties=species:S:1:pos:R:3:forces:R:3
O -3.2452 -0.5871 -0.2005 -6.196 2.158 -1.537
O -0.5935 0.0043 0.0049 0.957 3.528 -0.136
Si -1.8013 -0.9992 0.0052 4.368 -3.653 2.270
Br -3.4704 2.6473 -0.2616 0.666 -1.185 0.121
Br -0.7416 -2.9889 0.1823 0.392 -1.133 -0.271
H -2.8356 1.2960 -0.1275 -0.929 1.411 -0.141
H -0.8347 0.9577 0.1784 0.742 -1.127 -0.305
```
Forces are in eV/Å.

## Properties
<S²> = 2.010
LUMO level (spin up / spin down) = 0.29 / -5.30 eV
spin multiplicity = 3
gap between HOMO and LUMO (spin up / spin down) = 6.58 / 5.65 eV



ORCA calculation (ωB97M-V/def2-TZVPD) on a molecular structure, C25H19BaI2N7O11.

```
65
Properties=species:S:1:pos:R:3:forces:R:3
Ba 0.0177 -1.1204 -0.7519 0.021 -0.076 0.040
O -0.2401 -1.5755 4.0290 -0.004 -0.004 -0.044
C -1.4532 -1.0040 4.0088 -0.061 0.014 -0.039
C -1.8739 -0.3039 5.1436 0.041 -0.024 -0.004
C -3.1093 0.3111 5.1678 -0.023 0.017 0.005
C -3.9551 0.2443 4.0637 -0.001 0.002 0.006
C -3.5450 -0.4531 2.9417 0.026 -0.010 0.006
C -2.3062 -1.0901 2.8930 -0.035 -0.037 0.098
C -1.8752 -1.8439 1.6784 -0.102 -0.185 -0.068
O -0.6646 -2.2700 1.6217 0.161 0.260 0.056
N -2.7824 -2.0257 0.7444 0.203 -0.004 -0.050
N -2.2210 -2.6146 -0.3948 -0.521 -0.034 0.106
C -3.0301 -3.3467 -1.0487 0.063 0.091 -0.016
C -2.7417 -3.9935 -2.3287 0.029 -0.017 -0.099
C -3.6149 -5.0153 -2.7140 0.031 0.053 0.038
C -3.4748 -5.7068 -3.9016 -0.033 -0.036 -0.011
C -2.4282 -5.3608 -4.7496 0.013 -0.013 -0.032
C -1.5558 -4.3477 -4.4080 0.002 0.019 0.078
C -1.6778 -3.6338 -3.1995 0.005 -0.075 0.008
O -0.8212 -2.6712 -2.9080 -0.071 0.063 0.135
H -0.1109 -1.9392 3.1048 0.004 -0.011 0.024
H -1.1960 -0.2470 5.9859 0.001 -0.001 -0.001
H -3.4130 0.8606 6.0520 -0.001 0.000 -0.001
H -4.9165 0.7420 4.0761 -0.001 0.000 0.001
H -4.1733 -0.5175 2.0637 0.003 -0.004 -0.004
H -4.0242 -3.5132 -0.6245 -0.013 -0.043 -0.048
H -4.4283 -5.2602 -2.0386 -0.008 -0.013 -0.012
H -4.1677 -6.4957 -4.1660 0.001 0.002 0.001
H -2.2942 -5.8855 -5.6890 0.008 0.005 -0.003
H -0.7438 -4.0734 -5.0691 0.000 -0.007 -0.011
O 2.8328 -2.0714 0.1320 -0.211 0.172 -0.010
C 2.9389 -0.9192 -0.3062 0.519 -0.204 0.129
O 2.5678 -0.5453 -1.4663 -0.146 -0.048 -0.139
C 3.4469 0.1822 0.5991 0.002 0.014 -0.065
C 4.7504 0.3466 0.9433 -0.047 -0.020 -0.029
C 5.1348 1.4432 1.7452 0.033 0.022 0.016
C 4.2060 2.3744 2.1678 0.012 -0.129 -0.067
C 2.8869 2.2143 1.7994 -0.040 0.056 0.004
C 2.4019 1.0720 1.0666 -0.006 0.009 0.046
O 1.1977 0.8106 0.8608 -0.026 0.025 -0.069
N 1.9742 3.2757 2.1801 -0.015 0.064 0.007
O 1.0786 3.5708 1.4071 -0.013 -0.023 0.004
O 2.1735 3.8648 3.2349 0.013 -0.002 -0.008
N 6.5130 1.6247 2.0948 0.072 0.033 0.042
O 7.3309 0.7990 1.7045 -0.022 -0.006 -0.010
O 6.8315 2.5997 2.7708 -0.018 -0.011 -0.012
H 5.5034 -0.3516 0.6060 0.012 0.005 0.001
H 4.5118 3.2213 2.7618 -0.025 0.016 0.004
I -0.3356 -1.1086 -4.5351 0.036 0.139 -0.089
I 0.2341 0.9509 -6.3850 -0.013 -0.077 0.055
C 1.2602 4.8353 -1.5510 0.055 0.015 0.086
N 0.3403 3.7366 -1.5417 -0.099 0.030 -0.195
C -1.0648 3.8803 -1.2709 -0.021 -0.040 0.098
C -1.5307 2.4206 -1.3143 -0.072 -0.018 0.027
O -2.6747 2.0739 -1.1096 0.015 -0.044 -0.030
N -0.4589 1.6205 -1.6097 0.251 -0.034 -0.079
C 0.6034 2.4245 -1.7348 -0.076 0.079 0.108
N 1.8207 1.9965 -2.0522 0.007 -0.027 0.010
H 0.9983 5.5248 -0.7471 -0.006 0.004 -0.013
H 1.2557 5.3751 -2.5041 0.002 -0.009 -0.002
H 2.2751 4.4970 -1.3460 -0.004 -0.008 0.011
H -1.5856 4.4699 -2.0304 -0.001 0.002 0.005
H -1.2508 4.3044 -0.2815 0.012 0.001 0.004
H 2.0663 0.9986 -1.9185 0.081 0.081 0.039
H 2.5863 2.6387 -1.9523 0.001 0.001 -0.042
```
Forces are in eV/Å.

## Properties
LUMO level = 3.58 eV
total charge = -2
gap between HOMO and LUMO = 6.73 eV